A structure of composition C43H35F9N3O4PReS, computed with ωB97M-V/def2-TZVPD.

Results
Net charge = +2
2S+1 = 2
Frontier orbital gap (spin up / spin down) = 5.52 / 6.30 eV
LUMO (spin up / spin down) = -8.282 / -7.752 eV
Max |F| = 2.8 eV Å⁻¹

Geometry as XYZ:
```
97
Properties=species:S:1:pos:R:3:mulliken_spin:R:1
Re 0.259 0.131 -0.964 0.973
C 0.906 0.259 -4.170 -0.002
C 2.351 0.631 -3.846 0.009
C 2.532 2.150 -3.789 0.000
C 2.839 -0.155 -2.616 -0.006
C 4.364 -0.155 -2.425 -0.003
O 4.539 -0.021 -1.019 0.008
C 3.369 0.187 -0.457 0.035
N 2.351 0.224 -1.272 0.020
C 3.414 0.351 1.001 -0.011
C 4.694 0.386 1.576 0.001
C 4.875 0.474 2.943 -0.001
C 3.776 0.580 3.783 0.002
C 2.507 0.570 3.236 -0.002
C 2.308 0.426 1.862 0.004
P 0.561 0.217 1.432 0.038
C -0.231 1.638 2.249 -0.015
C 0.300 2.896 1.955 0.001
C -0.254 4.036 2.503 0.002
C -1.335 3.930 3.366 0.000
C -1.822 2.681 3.712 0.000
C -1.278 1.533 3.160 0.004
C 0.044 -1.295 2.262 0.002
C 0.968 -2.209 2.767 0.001
C 0.516 -3.325 3.448 0.000
C -0.843 -3.543 3.616 -0.002
C -1.764 -2.654 3.083 0.001
C -1.325 -1.541 2.390 0.003
H 0.540 0.842 -5.012 0.000
H 0.233 0.460 -3.316 0.010
H 0.820 -0.793 -4.427 0.002
H 2.976 0.245 -4.660 -0.001
H 1.656 2.638 -3.367 0.001
H 2.653 2.533 -4.799 0.000
H 3.408 2.441 -3.215 -0.001
H 2.493 -1.181 -2.774 0.003
H 4.865 0.689 -2.909 0.001
H 4.833 -1.086 -2.742 0.001
H 5.557 0.325 0.932 0.000
H 5.871 0.455 3.353 0.000
H 3.902 0.651 4.852 0.000
H 1.639 0.653 3.876 0.001
H 1.171 2.966 1.320 -0.001
H 0.158 5.004 2.265 0.000
H -1.778 4.821 3.783 0.000
H -2.631 2.594 4.419 0.000
H -1.647 0.567 3.470 0.000
H 2.027 -2.058 2.618 0.000
H 1.228 -4.034 3.842 0.000
H -1.187 -4.424 4.136 0.000
H -2.824 -2.839 3.190 0.000
H -2.035 -0.881 1.913 0.001
O -3.532 -0.438 -2.588 0.011
S -2.724 -0.904 -1.511 0.011
O -1.692 -1.862 -1.765 -0.009
N -1.781 0.417 -0.961 -0.035
C -2.272 1.673 -1.088 -0.010
C -3.609 2.061 -1.206 -0.020
C -3.935 3.410 -1.342 0.007
C -2.972 4.394 -1.380 -0.030
C -1.607 4.047 -1.298 0.005
C -0.551 4.971 -1.413 0.003
C 0.742 4.513 -1.324 -0.001
C 0.989 3.154 -1.127 0.000
N 0.020 2.237 -1.055 -0.009
C -1.264 2.682 -1.128 0.002
C -3.729 -1.453 -0.139 0.004
C -4.044 -2.800 -0.139 0.001
C -4.863 -3.302 0.860 0.000
C -5.347 -2.455 1.844 -0.001
C -5.010 -1.111 1.845 0.000
C -4.188 -0.601 0.849 -0.001
H -4.387 1.316 -1.236 0.000
H -4.975 3.684 -1.433 0.000
H -3.243 5.433 -1.489 0.000
H -0.761 6.014 -1.593 0.000
H 1.573 5.193 -1.420 0.000
H 2.006 2.803 -1.026 -0.002
H -3.659 -3.437 -0.919 0.000
H -5.115 -4.351 0.874 0.000
H -6.001 -2.845 2.607 0.000
H -5.377 -0.466 2.626 0.000
H -3.922 0.445 0.846 0.001
F 0.191 -5.084 -0.069 0.002
C -0.301 -3.988 -0.652 0.019
F -1.295 -4.379 -1.430 0.001
F -0.824 -3.241 0.323 -0.002
C 0.826 -3.188 -1.387 -0.012
O 0.782 -1.869 -1.173 0.002
C 0.767 -3.571 -2.906 -0.009
F 0.551 -4.863 -3.085 -0.001
F -0.151 -2.887 -3.568 0.000
F 1.940 -3.278 -3.494 -0.001
C 2.215 -3.688 -0.851 -0.005
F 3.176 -2.857 -1.281 -0.001
F 2.253 -3.605 0.481 0.000
F 2.548 -4.910 -1.216 0.000
```